{
  "formula": "C27H26N4O2",
  "method": "ωB97M-V/def2-TZVPD",
  "homo_lumo_gap_ev": 6.712,
  "lumo_ev": -0.39,
  "e_above_lowest_kj_mol": 178.3,
  "smiles": "O=C1C(=Cc2ccccc2)C(=O)c2ccccc21.CN1CCN2CCN(C)c3cncc1c32",
  "elements": ["C", "C", "C", "C", "C", "C", "C", "O", "C", "C", "C", "C", "C", "C", "C", "C", "C", "O", "H", "H", "H", "H", "H", "H", "H", "H", "H", "H", "C", "N", "C", "C", "N", "C", "C", "N", "C", "C", "C", "N", "C", "C", "C", "H", "H", "H", "H", "H", "H", "H", "H", "H", "H", "H", "H", "H", "H", "H", "H"],
  "coordinates": [[4.90249, -2.50901, -3.56208], [3.53381, -2.68661, -3.59063], [2.71919, -1.57626, -3.47617], [3.26969, -0.30499, -3.33842], [4.64116, -0.13076, -3.31442], [5.45133, -1.24288, -3.42628], [2.18611, 0.68576, -3.23482], [2.30074, 1.88841, -3.14599], [0.92013, -0.06187, -3.26939], [-0.30473, 0.49626, -3.19609], [-1.56727, -0.24610, -3.22726], [-1.77866, -1.34703, -2.39784], [-2.93860, -2.08012, -2.47303], [-3.91824, -1.72438, -3.37490], [-3.74037, -0.62566, -4.18851], [-2.58099, 0.10987, -4.11512], [1.25179, -1.48165, -3.46849], [0.48114, -2.40510, -3.60897], [5.55401, -3.36334, -3.64743], [3.09395, -3.66251, -3.69659], [5.05242, 0.85807, -3.20701], [6.52264, -1.12515, -3.40853], [-0.34757, 1.57040, -3.11754], [-0.99878, -1.63373, -1.71491], [-3.07788, -2.93780, -1.83630], [-4.82108, -2.30574, -3.44725], [-4.50653, -0.34841, -4.89254], [-2.42832, 0.95484, -4.76246], [1.63476, -2.13371, 2.44234], [0.73152, -1.15516, 3.03111], [0.98980, -0.84993, 4.44520], [-0.19762, -0.16044, 5.10491], [-0.68393, 0.94343, 4.26887], [-1.20038, 2.15836, 4.90892], [-2.31670, 2.76826, 4.07156], [-1.93983, 2.88268, 2.65582], [-2.78600, 3.77299, 1.87314], [-1.19666, 1.83832, 2.05621], [-1.07231, 1.69769, 0.67776], [-0.47261, 0.69116, 0.06674], [0.07184, -0.22341, 0.84928], [0.05485, -0.19799, 2.23986], [-0.60869, 0.86132, 2.86135], [1.24308, -2.52607, 1.50850], [2.60345, -1.67345, 2.26264], [1.76469, -2.97239, 3.12026], [1.25920, -1.77691, 4.96107], [1.87070, -0.20150, 4.48133], [-1.02013, -0.86609, 5.25823], [0.07093, 0.22748, 6.09318], [-1.54930, 1.91498, 5.91796], [-0.37274, 2.86519, 5.02439], [-3.21258, 2.14158, 4.12113], [-2.60412, 3.75825, 4.43915], [-2.32332, 4.03461, 0.92642], [-3.74485, 3.29528, 1.68630], [-2.95560, 4.69655, 2.41919], [-1.48288, 2.45102, 0.02796], [0.57388, -1.02658, 0.33818]],
  "forces_ev_per_angstrom": [[0.0, -0.2, 0.0], [-0.3, -0.1, 0.0], [0.8, 0.3, 0.0], [0.4, -0.6, -0.1], [-0.1, 0.3, 0.0], [0.1, 0.1, 0.0], [-0.3, 1.1, 0.2], [0.2, -0.1, 0.0], [-1.0, 0.2, 0.0], [0.6, -0.5, 0.0], [-0.4, -0.3, 0.1], [0.4, 0.2, 0.0], [0.0, -0.1, 0.2], [-0.3, -0.1, -0.1], [-0.3, 0.0, -0.2], [0.6, 0.3, 0.2], [-0.8, -0.6, 0.0], [0.3, -0.3, -0.1], [0.1, -0.1, 0.0], [-0.1, -0.2, 0.0], [0.1, 0.2, 0.0], [0.2, 0.0, 0.0], [0.0, 0.3, -0.1], [0.0, 0.0, 0.2], [0.0, -0.1, 0.1], [-0.2, -0.1, 0.0], [-0.1, 0.1, -0.1], [0.0, 0.3, -0.2], [-0.4, 0.7, 0.1], [-1.0, -0.4, 0.4], [0.2, 0.3, -0.9], [-0.5, 0.3, -0.6], [0.0, 0.0, -0.3], [0.5, -0.4, -0.5], [-0.1, -0.4, -0.9], [1.0, 0.5, 0.4], [0.4, -0.6, 0.2], [-1.0, 0.5, 0.4], [-0.4, 0.5, -0.2], [0.0, 0.1, 0.2], [0.4, -0.5, -0.1], [0.9, -0.4, 0.5], [-0.1, 0.1, 1.5], [0.0, 0.0, 0.0], [0.4, -0.1, -0.2], [0.0, 0.0, 0.2], [-0.2, 0.1, 0.0], [0.1, 0.2, 0.3], [0.1, -0.2, 0.0], [0.1, 0.0, -0.2], [-0.1, 0.0, -0.2], [-0.1, 0.3, 0.0], [-0.1, -0.2, 0.3], [0.2, -0.1, 0.0], [0.0, 0.0, 0.0], [-0.4, 0.0, -0.3], [0.0, 0.1, 0.2], [-0.2, 0.1, -0.1], [0.1, -0.2, -0.1]],
  "mulliken_charge": [-0.495, -0.409, -0.175, 0.245, -0.429, -0.467, -0.537, -0.649, 0.518, -0.306, 0.287, 0.197, -0.929, -0.365, -0.614, -0.443, 0.978, -0.671, 0.404, 0.510, 0.497, 0.398, 0.499, 0.304, 0.398, 0.390, 0.386, 0.438, -1.228, -0.009, -0.710, -0.768, 0.014, -0.781, -0.707, -0.035, -1.216, 0.569, -0.833, -0.237, -0.934, 0.297, 1.013, 0.367, 0.385, 0.358, 0.396, 0.334, 0.275, 0.485, 0.480, 0.284, 0.332, 0.406, 0.355, 0.385, 0.365, 0.164, 0.233]
}